1.
DFT (wB97M-V/def2-TZVPD) results for a cluster of 7 separate species, C33H79N2O21PS7 in total at a distorted geometry.

XYZ file:
```
143
Properties=species:S:1:pos:R:3:forces:R:3:lowdin_charge:R:1
C 6.96079 2.53885 1.62433 -0.246 0.188 -0.350 -0.058
C 5.48403 2.88685 1.53907 0.393 0.187 0.324 -0.272
O 4.82938 2.44693 2.70996 0.095 -0.422 0.171 -0.138
C 3.46203 2.14964 2.57849 -0.064 0.467 0.169 -0.179
C 2.59883 3.40927 2.66525 -0.343 -0.004 -0.001 -0.160
O 1.40230 3.31634 1.90534 -0.053 -0.007 0.108 -0.176
C 1.43291 4.08687 0.72615 0.269 -0.750 0.086 -0.197
C 0.23543 3.75589 -0.19401 -0.674 0.661 -0.563 -0.495
P -0.75740 2.31806 0.41475 -0.223 0.119 1.822 0.988
C 0.22331 0.78822 0.20894 -0.258 0.309 -0.420 -0.258
C -2.30352 2.14476 -0.56835 0.350 -0.096 -0.341 -0.313
C -0.70113 4.99658 -0.11318 -0.971 -0.139 -0.893 -0.172
N -0.29253 5.88003 -1.24782 0.924 0.473 1.548 0.069
C 0.91419 5.37553 -1.73041 -0.586 -0.345 -0.023 -0.523
O 1.87469 6.01905 -2.04809 0.322 0.217 -0.300 0.115
C 0.71855 3.85445 -1.67031 0.543 -0.512 -0.036 -0.601
S -0.56830 3.55610 -2.93291 -0.349 0.372 -0.330 0.900
C 1.89185 2.93921 -1.98814 -0.143 0.206 -0.572 -0.217
C 2.77571 3.30398 -3.17131 0.798 -0.400 0.091 -0.184
C 4.06653 2.47457 -3.08383 -0.701 0.312 0.159 -0.194
C 3.81018 0.97748 -3.18383 0.718 -0.149 0.327 -0.267
N 3.61714 0.33772 -1.86997 -0.232 0.073 -0.030 0.006
H 7.50845 3.33473 2.10794 0.208 0.088 0.302 0.072
H 7.12901 1.60518 2.13732 -0.016 -0.274 0.163 0.066
H 7.35591 2.43871 0.61962 0.173 -0.014 -0.206 0.072
H 5.03907 2.44994 0.64800 -0.261 -0.243 -0.153 0.098
H 5.40429 3.97023 1.46583 -0.250 0.255 -0.240 0.114
H 3.20986 1.51462 3.41675 0.008 -0.337 0.145 0.124
H 3.24232 1.59897 1.66520 0.022 -0.034 -0.357 0.115
H 2.28559 3.56570 3.68926 0.001 0.059 0.333 0.125
H 3.18343 4.27901 2.38292 0.164 0.211 -0.222 0.120
H 1.43245 5.14702 0.96468 -0.049 0.338 0.144 0.134
H 2.37516 3.89374 0.22531 0.205 0.058 -0.175 0.113
H 0.91307 0.75035 1.03774 0.335 0.026 0.163 0.018
H 0.75146 0.67880 -0.72833 0.180 -0.166 -0.187 0.016
H -0.46460 -0.03787 0.33576 -0.205 -0.255 -0.025 0.033
H -2.51060 3.01723 -1.16712 -0.069 0.211 -0.174 -0.003
H -3.11009 2.03535 0.14253 -0.195 -0.101 0.242 0.007
H -2.28958 1.28916 -1.23335 0.043 -0.201 -0.201 0.020
H -1.75679 4.78165 -0.23212 -0.163 -0.380 -0.144 0.092
H -0.64704 5.50015 0.84115 0.374 0.182 0.253 0.120
H -0.14563 6.82096 -0.89932 -0.168 0.216 -0.436 0.138
H -0.62170 2.22334 -2.86132 0.183 -0.115 0.057 -0.092
H 2.52497 2.78105 -1.12920 0.139 0.052 0.305 0.089
H 1.46496 1.97080 -2.21101 -0.028 -0.382 0.130 0.078
H 2.29797 3.04673 -4.10792 -0.339 0.176 -0.267 0.105
H 3.05338 4.34703 -3.18450 -0.173 0.329 0.032 0.100
H 4.78177 2.82194 -3.81847 0.102 -0.067 -0.351 0.106
H 4.50884 2.69216 -2.11445 0.336 -0.006 0.217 0.098
H 2.94208 0.78905 -3.80474 -0.265 -0.029 -0.220 0.102
H 4.66684 0.51826 -3.66854 0.109 -0.138 -0.271 0.101
H 3.95727 0.94563 -1.14059 0.030 0.139 0.145 0.035
H 4.19116 -0.48580 -1.80602 0.015 -0.327 0.012 0.060
C -4.52346 0.33968 -7.69679 -0.059 0.250 0.131 -0.066
C -3.02956 0.51664 -7.52323 -0.204 -0.464 -0.036 -0.241
O -2.62848 1.90654 -7.58215 0.093 0.031 0.020 -0.259
S -2.86182 2.80141 -6.29479 0.064 0.138 -0.423 0.552
C -1.86749 4.16295 -6.78486 0.113 0.014 0.031 -0.118
O -2.27948 2.14642 -5.16153 -0.038 -0.193 0.261 -0.323
O -4.22739 3.21344 -6.24115 -0.174 0.024 0.178 -0.264
H -5.06848 0.74450 -6.84606 -0.021 -0.046 0.016 0.050
H -4.76689 -0.71913 -7.78236 0.058 -0.028 -0.015 0.085
H -4.86897 0.85722 -8.59133 0.036 -0.053 -0.062 0.086
H -2.67767 0.07765 -6.58873 0.021 0.125 0.056 0.112
H -2.48770 0.03478 -8.33394 0.094 0.161 -0.053 0.120
H -0.83567 3.83391 -6.86549 0.017 -0.005 0.015 0.077
H -1.96555 4.92045 -6.01057 -0.015 -0.018 0.040 0.076
H -2.23891 4.53709 -7.73435 -0.034 -0.006 -0.007 0.076
C -9.15437 1.38667 -2.37022 0.127 -0.192 0.019 -0.068
C -7.98276 2.07243 -3.04338 -0.423 0.171 -0.098 -0.240
O -6.70794 1.53233 -2.61989 0.027 0.058 0.028 -0.258
S -6.24653 0.15643 -3.25161 0.472 0.403 0.383 0.565
C -4.56183 0.23081 -2.75413 0.038 0.088 -0.050 -0.111
O -6.33031 0.23884 -4.67445 -0.221 -0.190 -0.234 -0.264
O -6.89142 -0.90791 -2.54592 -0.150 -0.307 -0.120 -0.281
H -9.25569 0.35449 -2.70235 -0.004 0.002 -0.024 0.072
H -10.07688 1.91540 -2.60848 0.013 0.057 -0.008 0.082
H -9.02270 1.37522 -1.28842 -0.026 0.065 0.018 0.083
H -8.05378 2.02024 -4.12999 0.107 -0.081 -0.009 0.116
H -7.94348 3.12316 -2.76737 0.158 -0.004 0.065 0.123
H -4.08620 1.07691 -3.24620 0.006 0.000 -0.023 0.067
H -4.09801 -0.70219 -3.06645 -0.024 -0.031 -0.017 0.085
H -4.52106 0.33124 -1.67293 -0.027 -0.005 0.006 0.051
C -8.77388 -3.72210 -0.81029 -0.151 -0.085 0.230 -0.064
C -7.78777 -2.89184 -0.01642 0.162 -0.201 -0.363 -0.252
O -8.39399 -2.24309 1.12863 0.036 0.127 -0.120 -0.270
S -8.64875 -3.10646 2.43212 -0.077 0.435 0.087 0.557
C -8.95680 -1.76573 3.52611 0.062 -0.050 0.037 -0.117
O -7.42687 -3.75999 2.79042 0.145 -0.213 0.043 -0.281
O -9.84138 -3.87596 2.26759 -0.085 -0.222 0.011 -0.276
H -9.10341 -4.59533 -0.24861 0.014 -0.007 0.006 0.073
H -8.30622 -4.06143 -1.73416 0.042 0.062 -0.022 0.082
H -9.65738 -3.13352 -1.05507 0.027 0.043 -0.069 0.085
H -6.93478 -3.48964 0.30921 -0.065 -0.009 0.178 0.116
H -7.40860 -2.08140 -0.62827 -0.038 0.174 0.053 0.084
H -8.05844 -1.15908 3.60659 -0.086 -0.033 -0.022 0.033
H -9.21661 -2.19773 4.48969 -0.025 -0.067 -0.007 0.079
H -9.78684 -1.18406 3.13597 -0.027 -0.006 -0.018 0.080
C 8.11686 -3.93557 2.01182 -0.059 0.162 -0.256 -0.067
C 9.27640 -3.06129 2.43515 -0.223 -0.205 0.337 -0.236
O 10.02048 -2.52595 1.30907 0.083 -0.100 0.058 -0.264
S 9.39658 -1.29548 0.53714 0.349 -0.174 -0.011 0.553
C 10.83722 -0.83501 -0.35762 0.078 0.029 -0.009 -0.122
O 9.06973 -0.27623 1.48550 -0.211 0.139 0.029 -0.276
O 8.40995 -1.76726 -0.38169 -0.255 0.112 -0.099 -0.275
H 7.33919 -3.35151 1.52092 0.014 0.020 -0.002 0.076
H 7.68246 -4.42276 2.88141 0.055 -0.023 0.066 0.054
H 8.45094 -4.69820 1.30728 0.033 -0.039 0.040 0.085
H 8.94741 -2.24071 3.07291 0.029 0.100 -0.104 0.115
H 10.00554 -3.63985 2.99720 0.136 0.029 -0.109 0.122
H 11.60064 -0.52139 0.34773 0.013 0.006 0.015 0.075
H 10.55647 -0.01085 -1.00913 -0.040 0.005 0.007 0.076
H 11.16920 -1.68597 -0.94524 -0.015 -0.016 -0.011 0.075
C -5.05613 0.11456 6.17825 -0.171 0.005 -0.147 -0.070
C -4.04585 0.42028 5.09162 0.131 0.114 0.433 -0.243
O -4.48727 -0.02067 3.78611 -0.029 -0.059 -0.025 -0.256
S -5.54954 0.87687 3.02839 0.443 -0.240 -0.142 0.567
C -5.36846 0.14230 1.44518 -0.040 -0.098 -0.151 -0.108
O -5.07717 2.22516 2.99932 -0.132 0.203 0.049 -0.267
O -6.85700 0.59154 3.53382 -0.168 0.190 0.067 -0.282
H -5.95856 0.71253 6.06113 0.008 0.030 0.003 0.072
H -4.62407 0.33298 7.15460 0.055 -0.007 -0.005 0.081
H -5.34673 -0.93503 6.14574 0.056 -0.034 0.034 0.085
H -3.80452 1.48278 5.05200 -0.060 0.014 -0.120 0.115
H -3.11931 -0.12054 5.26789 -0.001 -0.085 -0.149 0.122
H -4.35721 0.32110 1.09066 0.030 0.006 0.042 0.056
H -6.09481 0.61500 0.78616 -0.035 0.020 0.025 0.082
H -5.57292 -0.92255 1.52780 -0.037 -0.016 0.020 0.076
C 5.64227 -8.43464 6.99799 -0.089 0.036 -0.197 -0.071
C 7.03871 -8.20290 6.45891 -0.075 0.078 0.443 -0.246
O 7.16323 -8.57225 5.06475 0.048 -0.059 -0.009 -0.262
S 6.59411 -7.56091 3.98561 0.202 -0.274 -0.022 0.563
C 7.36977 -8.27242 2.57852 0.052 -0.016 -0.040 -0.118
O 7.14556 -6.26444 4.23996 -0.050 0.164 0.072 -0.285
O 5.18057 -7.72134 3.87940 -0.191 0.105 -0.036 -0.265
H 4.92378 -7.75265 6.54656 0.008 0.021 0.003 0.073
H 5.63343 -8.27821 8.07643 0.054 -0.013 0.019 0.082
H 5.31355 -9.45090 6.78432 0.029 -0.038 0.052 0.085
H 7.35302 -7.16686 6.58808 -0.007 0.022 -0.131 0.113
H 7.75813 -8.83202 6.97760 0.055 -0.081 -0.139 0.121
H 8.44640 -8.18358 2.68869 0.013 0.004 0.012 0.076
H 7.02583 -7.71332 1.71145 -0.032 0.029 0.011 0.077
H 7.06614 -9.31241 2.50304 -0.025 -0.012 0.003 0.076
```
Forces are in eV/Å.

Output
- SMILES: CCOCCOC[C@@]1(P(C)C)CNC(=O)[C@@]1(S)CCCCN.CCOS(C)(=O)=O.CCOS(C)(=O)=O.CCOS(C)(=O)=O.CCOS(C)(=O)=O.CCOS(C)(=O)=O.CCOS(C)(=O)=O
- Net charge: 0
- Calculated total energy: -166611.842 eV
- Max |F|: 0.03625 Eh/bohr

2.
DFT (wB97M-V/def2-TZVPD) results for the molecule C5H10O.

XYZ file:
```
16
Properties=species:S:1:pos:R:3:forces:R:3:lowdin_charge:R:1
O -2.12737 0.19205 0.44390 -0.350 -0.324 0.012 -0.047
C -1.02563 0.21539 -0.45403 0.315 -0.004 -0.154 -0.380
C -0.21229 -1.10115 -0.42096 0.025 -0.065 -0.081 -0.151
C 0.97243 -0.82130 0.51089 0.003 -0.017 0.018 -0.196
C 1.31225 0.62224 0.11568 0.120 -0.012 0.041 -0.201
C -0.06103 1.29968 0.07433 -0.020 -0.083 -0.016 -0.141
H -2.61258 -0.63563 0.32247 0.077 0.264 -0.047 0.089
H -1.36511 0.43330 -1.48060 -0.036 -0.042 0.290 0.137
H -0.83318 -1.96008 -0.13689 0.090 0.157 0.029 0.111
H 0.18670 -1.31789 -1.41927 -0.121 0.071 0.053 0.113
H 1.80486 -1.51911 0.36983 -0.138 0.107 -0.018 0.105
H 0.66562 -0.88727 1.56544 0.048 0.141 -0.237 0.116
H 2.01339 1.11791 0.79081 -0.056 -0.045 -0.028 0.105
H 1.76246 0.61819 -0.88870 -0.046 0.015 0.206 0.112
H -0.39967 1.50339 1.09654 0.115 0.109 -0.138 0.117
H -0.08084 2.24027 -0.48945 -0.026 -0.272 0.069 0.112
```
Forces are in eV/Å.

Output
- SMILES: OC1CCCC1
- Net charge: 0
- ΔE to the lowest compared entry with this formula, charge and spin: 4.0 kcal/mol
- Max |F|: 0.00927 Eh/bohr

3.
DFT (wB97M-V/def2-TZVPD) results for a structure of composition C27H31Cl3N4O4P2SbSe4W at a distorted geometry.

XYZ file:
```
77
Properties=species:S:1:pos:R:3:forces:R:3:lowdin_charge:R:1
W 1.44140 -0.10294 1.60991 -0.744 0.235 0.537 1.294
O -2.10518 -0.01203 4.04752 0.037 0.029 -0.027 0.092
C -1.04184 -0.25504 3.51439 -0.070 -0.062 0.152 -0.575
O -0.30378 0.54562 2.82319 0.068 0.024 -0.153 -0.278
C -0.43954 -1.63392 3.60656 0.080 0.039 0.101 -0.164
C -1.02966 -2.74539 4.17903 -0.029 0.056 0.009 0.026
C -0.37995 -3.96723 4.07944 0.016 -0.051 -0.020 -0.025
C 0.83870 -4.04844 3.41385 -0.179 0.147 0.156 0.026
C 1.36509 -2.87968 2.90288 0.400 -0.355 -0.058 -0.168
N 0.74609 -1.71397 3.01767 0.115 0.008 -0.406 0.033
C 2.69466 -2.77966 2.19957 0.430 0.281 0.429 -0.607
O 3.41737 -3.73875 2.04919 -0.171 -0.189 -0.113 0.091
O 2.98494 -1.54936 1.90202 -0.313 -0.085 -0.296 -0.334
H -1.99330 -2.62377 4.65373 0.013 -0.009 0.023 0.129
H -0.82926 -4.85664 4.50265 0.000 0.006 0.004 0.112
H 1.38949 -4.96915 3.28738 0.005 0.001 0.003 0.125
C -1.89022 3.66808 1.29295 0.003 -0.031 0.040 -0.261
P -0.91006 2.96618 -0.08302 0.039 0.022 -0.027 0.938
C -1.34372 1.17902 0.16172 0.533 0.683 -0.376 -0.384
N -2.54867 0.72486 0.29096 -0.047 -0.124 -0.061 0.184
C -2.71674 -0.61771 0.52140 0.051 0.089 -0.077 -0.192
C -4.01374 -1.14294 0.65909 -0.007 -0.001 -0.002 0.004
C -4.19259 -2.48499 0.86970 0.011 -0.007 -0.019 -0.068
C -3.08548 -3.35318 0.93016 -0.028 0.006 0.017 -0.069
C -1.81137 -2.85948 0.82872 0.021 0.029 0.044 -0.019
C -1.61995 -1.47795 0.65436 0.239 -0.811 0.092 -0.206
N -0.35782 -0.93788 0.66529 -0.145 1.288 -0.592 -0.031
C -0.20021 0.32449 0.38807 -1.086 -0.503 1.181 -0.340
P 2.14775 -1.63599 -0.76907 0.316 -0.205 -0.010 0.968
C 3.85969 -2.18956 -1.07692 0.025 0.015 -0.026 -0.230
C 1.34848 -1.77697 -2.46545 -0.049 0.139 0.053 -0.694
C 0.82081 -3.21827 -2.50676 0.039 -0.019 -0.039 -0.116
C 2.32470 -1.56785 -3.62536 -0.010 0.059 -0.013 -0.105
C 0.15730 -0.82132 -2.59026 -0.007 -0.011 0.049 -0.109
C -1.84980 3.45255 -1.62618 -0.040 -0.061 0.060 -0.734
C -1.33350 4.85448 -1.97122 -0.009 -0.001 0.013 -0.114
C -1.44853 2.47744 -2.73366 0.015 0.010 -0.014 -0.112
C -3.36826 3.47268 -1.46512 -0.014 -0.012 -0.038 -0.104
H -2.93490 3.35975 1.26435 -0.003 0.007 -0.019 0.037
H -1.80284 4.75609 1.28522 0.001 0.007 -0.007 0.018
H -1.43841 3.31195 2.22019 0.010 0.012 0.004 0.036
H -4.84509 -0.45334 0.59988 -0.003 -0.008 -0.019 0.119
H -5.19138 -2.88394 0.98905 0.002 -0.005 -0.026 0.103
H -3.24382 -4.41474 1.07140 0.000 0.004 0.003 0.105
H -0.94072 -3.50231 0.88522 0.001 0.006 0.033 0.115
H 3.85033 -3.15173 -1.59121 -0.021 0.006 -0.008 0.044
H 4.34840 -2.31970 -0.11364 -0.010 0.029 0.011 0.022
H 4.41289 -1.46301 -1.67538 0.017 -0.023 -0.014 0.046
H 1.62898 -3.94970 -2.42332 -0.004 0.003 -0.001 0.073
H 0.30662 -3.39382 -3.45637 0.022 -0.002 -0.008 0.087
H 0.11359 -3.40303 -1.69563 -0.018 0.008 -0.012 0.058
H 3.04961 -2.38013 -3.68903 0.015 0.013 0.019 0.071
H 2.86898 -0.62776 -3.54800 -0.029 0.024 -0.008 0.044
H 1.76354 -1.54816 -4.56482 0.016 -0.034 -0.007 0.084
H -0.67224 -1.13906 -1.95492 -0.001 -0.001 -0.005 0.067
H -0.20316 -0.82213 -3.62303 -0.010 -0.016 0.004 0.091
H 0.42056 0.20200 -2.32931 0.022 0.009 -0.039 0.017
H -0.24888 4.85995 -2.09991 -0.004 0.002 -0.035 0.066
H -1.57591 5.57604 -1.18692 -0.002 0.003 -0.007 0.078
H -1.79343 5.20153 -2.90160 -0.010 0.003 0.008 0.085
H -0.36344 2.45375 -2.86332 -0.007 -0.014 0.009 0.057
H -1.89614 2.79146 -3.68157 0.020 0.014 0.003 0.085
H -1.79366 1.46198 -2.52371 -0.020 0.006 -0.010 0.064
H -3.68470 4.27756 -0.80028 0.003 -0.018 0.019 0.075
H -3.74403 2.52948 -1.06682 -0.001 0.000 -0.014 0.060
H -3.83777 3.64410 -2.43992 0.013 0.031 0.006 0.080
Se 0.54494 7.09227 2.19674 -0.046 0.054 -0.075 -0.320
Sb 1.60347 5.46345 0.79469 0.119 0.395 -0.047 -0.034
Se 2.57603 0.97341 3.53024 -0.411 0.431 -1.340 0.266
Se 1.70993 2.47497 1.77316 0.386 -1.475 0.687 0.136
Se 3.21277 6.32967 -0.74249 -0.018 0.083 -0.056 -0.321
Cl 2.61017 1.74846 -2.24387 -0.025 0.057 0.082 0.686
C 4.41553 1.28310 -0.36544 0.089 -0.153 -0.082 -1.200
Cl 5.33693 2.55679 -1.04031 -0.012 0.007 -0.014 0.635
Cl 5.15354 0.49861 0.96634 -0.005 -0.016 0.047 0.664
C 3.21976 0.90407 -0.82793 -0.364 0.413 -0.127 -0.924
N 2.34065 -0.00322 -0.26618 0.776 -0.491 0.450 -0.458
```
Forces are in eV/Å.

Output
- Net charge: -1
- ΔE to the lowest compared entry with this formula, charge and spin: 56.1 kcal/mol
- Max |F|: 0.03269 Eh/bohr